# 1
Formula: C15H18BCl24O9P
Source: OMol25
Level of theory: ωB97M-V/def2-TZVPD

Atoms and positions in Å:
C1 4.683 3.772 0.764
C2 3.972 2.638 -0.041
C3 2.485 2.653 0.334
O1 1.713 1.666 -0.352
C4 0.675 1.206 0.425
O2 1.161 0.492 1.529
C5 -0.178 0.112 -0.317
O3 0.153 -0.750 -1.060
O4 -1.493 0.228 0.062
C6 -1.784 1.417 0.869
B1 -3.199 2.142 0.521
O5 -4.340 1.427 0.894
C7 -3.402 3.560 -0.152
C8 -2.800 4.743 0.692
P1 -2.105 0.651 2.551
O6 -0.879 0.308 3.300
O7 -2.912 1.810 3.404
O8 -3.029 -0.658 2.392
C9 -0.486 2.224 0.728
O9 -0.441 3.108 -0.372
H1 4.792 4.647 0.113
H2 5.693 3.463 1.047
H3 4.109 4.081 1.644
H4 4.474 1.704 0.222
H5 4.027 2.875 -1.106
H6 2.371 2.635 1.425
H7 2.102 3.635 0.005
H8 1.687 -0.232 1.169
H9 -4.810 1.917 1.578
H10 -4.470 3.740 -0.299
H11 -2.847 3.549 -1.102
H12 -2.198 4.412 1.545
H13 -3.596 5.429 1.000
H14 -2.132 5.346 0.067
H15 -2.271 2.508 3.578
H16 -2.759 -1.093 1.555
H17 -0.162 2.761 1.627
H18 -0.875 2.702 -1.132
Cl1 -4.621 -4.297 1.381
C10 -2.871 -4.323 1.112
Cl2 -2.451 -5.686 0.071
Cl3 -2.378 -2.814 0.324
Cl4 -2.037 -4.476 2.659
Cl5 5.897 3.061 -3.395
C11 6.145 1.318 -3.199
Cl6 6.854 0.993 -1.611
Cl7 4.598 0.482 -3.316
Cl8 7.237 0.735 -4.462
Cl9 5.571 -2.651 -2.173
C12 4.197 -3.582 -1.577
Cl10 3.328 -4.292 -2.944
Cl11 4.769 -4.863 -0.495
Cl12 3.116 -2.502 -0.688
Cl13 -5.499 -4.531 4.005
C13 -6.229 -4.754 5.604
Cl14 -7.588 -5.881 5.480
Cl15 -5.020 -5.410 6.717
Cl16 -6.809 -3.198 6.213
Cl17 3.653 -7.310 -2.440
C14 2.791 -8.426 -3.504
Cl18 3.647 -8.550 -5.048
Cl19 2.704 -10.025 -2.750
Cl20 1.153 -7.818 -3.787
Cl21 -3.637 3.108 -3.494
C15 -2.216 2.396 -4.263
Cl22 -1.006 3.652 -4.552
Cl23 -1.549 1.167 -3.181
Cl24 -2.674 1.651 -5.797

Computed properties:
Relative energy (zero: lowest compared OMol25 entry of this formula, charge and spin), kcal/mol: 26.0
SMILES: CCCO[C@]1(O)C(=O)O[C@@](B(O)CC)(P(=O)(O)O)[C@@H]1O.ClC(Cl)(Cl)Cl.ClC(Cl)(Cl)Cl.ClC(Cl)(Cl)Cl.ClC(Cl)(Cl)Cl.ClC(Cl)(Cl)Cl.ClC(Cl)(Cl)Cl
Gap between HOMO and LUMO, eV: 10.11

***

# 2
Formula: C15H18BFN5OOsS3
Source: OMol25
Level of theory: ωB97M-V/def2-TZVPD

Atoms and positions in Å:
Os1 0.402 -0.528 -0.288
C1 -0.991 -0.402 3.639
N1 -0.448 0.866 3.149
C2 0.311 1.733 3.895
C3 0.582 2.794 3.097
N2 -0.011 2.580 1.876
B1 -0.086 3.775 0.833
N3 -0.250 3.295 -0.661
C4 -1.172 3.878 -1.500
C5 -0.999 3.366 -2.740
N4 0.030 2.455 -2.648
C6 0.578 1.716 -3.783
C7 0.470 2.433 -1.375
S1 1.755 1.416 -0.778
C8 -0.621 1.398 1.925
S2 -1.470 0.588 0.620
H1 -0.255 -0.867 4.287
H2 -1.191 -1.055 2.796
H3 -1.913 -0.219 4.187
H4 0.588 1.519 4.912
H5 1.137 3.692 3.296
H6 0.942 4.395 0.956
H7 -1.072 4.427 1.077
H8 -1.868 4.613 -1.139
H9 -1.501 3.569 -3.669
H10 -0.244 1.366 -4.403
H11 1.150 0.870 -3.416
H12 1.232 2.358 -4.369
F1 -2.987 -5.626 1.840
C9 -2.487 -4.687 1.027
C10 -1.230 -4.878 0.485
C11 -0.718 -3.897 -0.347
C12 -1.451 -2.744 -0.635
C13 -0.850 -1.679 -1.495
C14 -2.721 -2.596 -0.078
C15 -3.250 -3.567 0.754
H13 -0.681 -5.783 0.707
H14 0.263 -4.030 -0.788
H15 -1.573 -1.012 -1.966
H16 -0.161 -2.076 -2.244
H17 -3.311 -1.715 -0.306
H18 -4.239 -3.475 1.181
O1 1.650 -1.022 2.044
S3 2.442 -1.875 1.134
N5 1.934 -1.808 -0.289

Computed properties:
Net charge: +1
2S+1: 5
Relative energy (zero: lowest compared OMol25 entry of this formula, charge and spin), kcal/mol: 3.2
Gap between HOMO and LUMO (alpha / beta), eV: 7.02 / 6.07

***

# 3
Formula: C15H18Cl2HgN2O2
Source: OMol25
Level of theory: ωB97M-V/def2-TZVPD

Atoms and positions in Å:
C1 -0.980 0.657 3.591
C2 -0.823 -0.831 3.556
H1 -0.143 1.245 3.965
H2 -1.898 0.976 4.094
H3 -1.052 1.003 2.523
H4 -0.736 -1.133 2.485
H5 0.107 -1.192 3.986
H6 -1.667 -1.417 3.930
C3 0.023 2.615 -0.736
C4 0.493 3.410 -1.776
C5 0.763 2.783 -3.001
C6 0.599 1.401 -3.142
H7 -0.206 3.043 0.241
H8 0.606 4.483 -1.590
H9 1.089 3.378 -3.853
H10 0.765 0.872 -4.076
N1 -0.150 1.298 -0.913
C7 0.161 0.640 -2.054
C8 -0.001 -0.837 -2.088
N2 -0.425 -1.470 -0.973
C9 -0.552 -2.801 -0.877
C10 0.136 -3.005 -3.158
C11 -0.249 -3.622 -1.960
H11 -0.894 -3.224 0.069
H12 -0.329 -4.706 -1.823
C12 0.241 -1.614 -3.227
H13 0.500 -1.077 -4.134
H14 0.372 -3.609 -4.034
Hg1 -1.161 0.006 0.559
C13 -3.229 0.003 0.158
H15 -3.423 -1.047 -0.076
H16 -3.228 0.666 -0.714
H17 -3.757 0.394 1.029
Cl1 2.202 2.361 2.088
C14 2.953 0.741 2.407
Cl2 2.481 0.090 3.969
C15 2.521 -0.239 1.274
O1 3.560 -0.776 0.853
O2 1.300 -0.367 1.004
H18 4.033 0.901 2.425

Computed properties:
Relative energy (zero: lowest compared OMol25 entry of this formula, charge and spin), kcal/mol: 0.0
Gap between HOMO and LUMO, eV: 7.37

***

# 4
Formula: C15H18Cl8N2O3
Source: OMol25
Level of theory: ωB97M-V/def2-TZVPD

Atoms and positions in Å:
C1 -2.391 -3.334 0.917
C2 -3.010 -1.936 1.209
O1 -3.212 -1.613 2.358
N1 -3.335 -0.936 0.151
C3 -4.812 -0.856 0.047
C4 -2.747 0.306 0.622
C5 -3.480 1.428 1.201
C6 -2.763 2.627 1.682
C7 -1.299 2.753 1.587
C8 -0.598 1.619 1.013
C9 -1.277 0.413 0.522
C10 -0.252 -0.617 -0.049
O2 -0.448 -1.619 -0.701
N2 1.007 -0.048 0.411
C11 0.909 1.350 0.759
O3 1.873 2.065 0.779
H1 -2.715 -3.999 1.766
H2 -2.702 -3.790 -0.052
H3 -1.271 -3.260 0.984
H4 -5.159 0.107 -0.421
H5 -5.143 -1.689 -0.629
H6 -5.337 -0.943 1.042
H7 -4.593 1.393 1.285
H8 -3.366 3.451 2.141
H9 -0.732 3.639 1.937
H10 1.325 -0.689 1.144
Cl1 1.399 -0.642 -5.079
C12 0.471 -0.051 -3.695
Cl2 -1.179 0.378 -4.176
H11 0.434 -0.828 -2.936
H12 0.961 0.831 -3.291
Cl3 2.767 -2.310 -8.483
C13 2.451 -3.564 -7.277
Cl4 1.695 -4.985 -8.010
H13 3.392 -3.861 -6.824
H14 1.785 -3.163 -6.519
Cl5 2.478 -0.426 3.304
C14 3.896 0.468 2.725
Cl6 5.358 -0.040 3.578
H15 4.024 0.278 1.663
H16 3.733 1.533 2.896
Cl7 3.201 3.659 2.954
C15 4.443 4.243 4.071
Cl8 4.748 3.075 5.361
H17 5.364 4.406 3.518
H18 4.107 5.176 4.514

Computed properties:
Relative energy (zero: lowest compared OMol25 entry of this formula, charge and spin), kcal/mol: 0.0
SMILES: CC(=O)N(C)c1cccc2c1C(=O)NC2=O.ClCCl.ClCCl.ClCCl.ClCCl
Gap between HOMO and LUMO, eV: 8.37

***

# 5
Formula: C15H18F2N2O6
Source: OMol25
Level of theory: ωB97M-V/def2-TZVPD

Atoms and positions in Å:
C1 1.269 -3.324 3.553
C2 0.058 -2.824 3.050
C3 -0.473 -1.409 3.568
C4 0.213 -0.337 2.624
C5 1.522 0.175 3.015
N1 2.199 1.103 2.186
C6 1.642 1.550 0.979
C7 2.545 2.549 0.150
C8 3.475 1.612 -0.764
C9 4.141 2.394 -1.961
O1 4.439 0.950 0.088
C10 0.308 1.112 0.519
C11 -0.470 0.119 1.348
C12 -1.859 -0.411 0.961
O2 -2.088 -1.600 1.076
O3 -2.932 0.400 0.516
N2 -2.866 0.619 -0.855
C13 -3.797 1.765 -1.077
O4 -4.948 1.590 -0.850
F1 -3.275 2.962 -1.476
C14 -3.389 -0.506 -1.636
O5 -2.920 -0.690 -2.715
F2 -4.398 -1.336 -1.225
H1 2.250 -2.781 3.387
H2 1.329 -4.307 4.085
H3 -0.540 -3.360 2.260
H4 -1.593 -1.379 3.497
H5 -0.201 -1.272 4.645
H6 1.973 -0.192 3.966
H7 3.110 1.420 2.522
H8 1.937 3.249 -0.483
H9 3.195 3.113 0.883
H10 2.831 0.807 -1.235
H11 4.824 3.223 -1.612
H12 3.392 2.871 -2.655
H13 4.796 1.667 -2.532
H14 4.083 0.051 0.222
H15 -0.136 1.475 -0.449
C15 -3.913 -2.230 -5.544
O6 -3.331 -2.910 -6.521
H16 -4.823 -2.678 -5.085
H17 -3.302 -2.026 -4.639
H18 -4.276 -1.205 -5.784

Computed properties:
Gap between HOMO and LUMO, eV: 1.64

***

# 6
Formula: C15H18FNO6S
Source: OMol25
Level of theory: ωB97M-V/def2-TZVPD

Atoms and positions in Å:
C1 0.958 -1.181 0.745
N1 1.784 -0.065 1.153
C2 1.695 0.592 2.332
O1 2.512 1.422 2.682
C3 0.483 0.312 3.234
O2 -0.599 1.136 2.794
C4 -1.682 0.558 2.286
O3 -1.850 -0.629 2.187
C5 -2.681 1.615 1.833
O4 -3.714 1.075 1.054
C6 -3.416 0.324 -0.048
C7 -4.479 -0.408 -0.578
C8 -4.319 -1.199 -1.696
C9 -3.083 -1.294 -2.315
C10 -2.014 -0.575 -1.816
C11 -2.193 0.230 -0.706
F1 -1.104 0.938 -0.273
C12 2.848 0.362 0.253
C13 3.880 -0.743 -0.062
C14 3.423 -1.610 -1.217
S1 2.432 -0.474 -2.252
O5 3.190 -0.053 -3.396
O6 1.136 -1.052 -2.510
C15 2.297 0.900 -1.057
H1 -0.033 -1.139 1.185
H2 0.830 -1.170 -0.335
H3 1.422 -2.127 1.043
H4 0.746 0.657 4.238
H5 0.178 -0.736 3.259
H6 -3.171 2.036 2.716
H7 -2.139 2.419 1.320
H8 -5.430 -0.334 -0.075
H9 -5.162 -1.753 -2.080
H10 -2.946 -1.922 -3.181
H11 -1.035 -0.635 -2.269
H12 3.360 1.160 0.804
H13 4.812 -0.247 -0.336
H14 4.066 -1.331 0.838
H15 2.781 -2.433 -0.927
H16 4.244 -1.971 -1.826
H17 1.259 1.207 -0.983
H18 2.904 1.706 -1.455

Computed properties:
Relative energy (zero: lowest compared OMol25 entry of this formula, charge and spin), kcal/mol: 0.0
SMILES: CN(C(=O)COC(=O)COc1ccccc1F)[C@H]1CCS(=O)(=O)C1
Gap between HOMO and LUMO, eV: 9.36

***

no.,DFT total energy (Ha)
1,-12670.35247
2,-2341.13844
3,-1916.10797
4,-4599.08654
5,-1342.59723
6,-1586.62651